The following is a quantum chemistry calculation of a cluster of 3 separate species, C19H31BrIN3O4P in total in a non-equilibrium geometry, from OMol25.

Last columns: bonded neighbours and bond lengths (Å).
Geometry (Å):
1 I -3.631 6.864 -2.101  C28 2.237
2 Br -2.558 1.475 -3.981  C16 1.998
3 P 1.062 3.529 0.699  N8 1.652, C13 1.917, H41 1.439, H60 1.443
4 O 5.788 -1.945 -0.405  C25 1.220
5 O -0.721 -3.278 1.152  C12 1.427, C24 1.365
6 O 4.056 -0.526 0.060  C18 1.427, C25 1.365
7 O -1.155 -2.491 3.256  C24 1.220
8 N 0.796 3.150 2.284  P3 1.652, H48 1.051
9 N -3.545 3.795 -1.542  N10 1.367, C28 1.466
10 N -3.071 2.595 -1.089  N9 1.367, C14 1.490, C21 1.544
11 C 5.859 -0.544 1.566  C25 1.499, C26 1.508, H37 1.092, H38 1.094
12 C -0.536 -4.569 0.573  O5 1.427, C27 1.506, H46 1.095, H50 1.094
13 C -0.639 3.717 -0.166  P3 1.917, C14 1.640, C19 1.677
14 C -1.719 2.520 -0.468  N10 1.490, C13 1.640, C20 1.659
15 C 0.660 1.208 -2.088  C23 1.609, H47 1.194, H54 1.163, H58 1.194
16 C -3.931 0.700 -2.753  Br2 1.998, C17 1.653, C21 1.637, H44 1.194
17 C -3.774 -0.923 -2.479  C16 1.653, H30 1.193, H31 1.184, H51 1.170
18 C 3.804 0.475 1.044  O6 1.427, C26 1.506, H53 1.095, H55 1.094
19 C -1.218 5.197 -0.705  C13 1.677, C28 1.629, H35 1.172
20 C -1.162 1.034 0.016  C14 1.659, C23 1.617, H32 1.165, H57 1.195
21 C -4.055 1.423 -1.289  N10 1.544, C16 1.637, H33 1.190, H43 1.195
22 C -0.756 -4.851 2.899  C24 1.499, C27 1.508, H39 1.094, H59 1.092
23 C 0.154 0.482 -0.744  C15 1.609, C20 1.617, C29 1.672, H45 1.194
24 C -0.892 -3.412 2.500  O5 1.365, O7 1.220, C22 1.499
25 C 5.263 -1.110 0.313  O4 1.220, O6 1.365, C11 1.499
26 C 4.664 0.101 2.222  C11 1.508, C18 1.506, H34 1.093, H40 1.097
27 C -0.061 -5.447 1.701  C12 1.506, C22 1.508, H36 1.093, H56 1.097
28 C -2.696 4.975 -1.351  I1 2.237, N9 1.466, C19 1.629
29 C -0.069 -1.134 -1.111  C23 1.672, H42 1.175, H49 1.172, H52 1.194
30 H -4.883 -1.316 -2.274  C17 1.193
31 H -3.198 -1.085 -1.458  C17 1.184
32 H -1.963 0.188 0.025  C20 1.165
33 H -4.044 0.669 -0.368  C21 1.190
34 H 4.920 0.953 2.857  C26 1.093
35 H -0.623 6.201 -0.604  C19 1.172
36 H -0.285 -6.505 1.546  C27 1.093
37 H 6.284 -1.332 2.192  C11 1.092
38 H 6.623 0.192 1.298  C11 1.094
39 H -1.753 -5.277 3.044  C22 1.094
40 H 4.143 -0.639 2.842  C26 1.097
41 H 1.890 2.510 0.110  P3 1.439
42 H -0.841 -1.635 -0.383  C29 1.175
43 H -5.149 1.904 -1.253  C21 1.195
44 H -4.979 0.823 -3.311  C16 1.194
45 H 1.059 0.481 0.034  C23 1.194
46 H -1.492 -4.906 0.158  C12 1.095
47 H 0.840 0.364 -2.913  C15 1.194
48 H -0.253 3.097 2.335  N8 1.051
49 H -0.378 -1.308 -2.228  C29 1.172
50 H 0.199 -4.508 -0.235  C12 1.094
51 H -3.305 -1.518 -3.370  C17 1.170
52 H 0.987 -1.653 -0.910  C29 1.194
53 H 4.073 1.451 0.626  C18 1.095
54 H -0.029 2.001 -2.587  C15 1.163
55 H 2.740 0.481 1.301  C18 1.094
56 H 1.025 -5.345 1.818  C27 1.097
57 H -0.857 1.194 1.161  C20 1.195
58 H 1.749 1.656 -1.889  C15 1.194
59 H -0.155 -4.954 3.804  C22 1.092
60 H 1.737 4.801 0.614  P3 1.443

Results
**Charge**: +1
**Relative energy (zero: lowest compared OMol25 entry of this formula, charge and spin)**: 877.0 kJ/mol
**E**: -120280.80368 eV
**Frontier orbital gap**: 6.4 eV
**LUMO level**: -5.348 eV
**Spin multiplicity**: 1

Löwdin population analysis, charges in e, atoms 1 to 5: number 1, I, carries 0.780; number 2, Br, carries 0.666; number 3, P, carries 0.765; number 4, O, carries 0.112; number 5, O, carries -0.021